# 1
The following is a DFT calculation (wB97M-V/def2-TZVPD) of an isolated molecule of C3H6N4 at a distorted geometry.

Geometry as ORCA input:
```
! wB97M-V def2-TZVPD RIJCOSX def2/J DEFGRID3
* xyz 0 1
C 1.173 -0.010 0.944
C -0.062 -0.458 0.079
C -0.572 0.690 -0.707
N -1.479 0.002 0.149
N -2.176 -1.126 -0.541
N -1.270 -2.135 -0.715
N -0.103 -1.802 -0.566
H 0.976 0.111 2.001
H 1.516 0.890 0.479
H 1.915 -0.795 0.871
H -0.379 1.692 -0.385
H -0.656 0.623 -1.769
H -3.061 -1.497 -0.103
*
```

Output
structure (SMILES)	C[C@]12CN1NN=N2
relative energy (zero: lowest compared OMol25 entry of this formula, charge and spin)	393.9	kJ/mol
lowest unoccupied orbital energy	1.1636	eV
Kohn-Sham gap	10.3013	eV

# 2
The following is a DFT calculation (wB97M-V/def2-TZVPD) of an isolated molecule of C2H2FN3O at a distorted geometry.

Geometry as ORCA input:
```
! wB97M-V def2-TZVPD RIJCOSX def2/J DEFGRID3
* xyz 0 1
O 0.438 1.433 1.023
C 0.447 0.314 0.357
N 1.252 -0.696 0.369
N 0.631 -1.669 -0.385
N -0.426 -1.377 -0.900
C -0.799 -0.020 -0.499
F -0.971 0.775 -1.500
H 1.184 1.309 1.597
H -1.755 -0.069 -0.062
*
```

Output
structure (SMILES)	OC1=NN=N[C@@H]1F
relative energy (zero: lowest compared OMol25 entry of this formula, charge and spin)	170.0	kJ/mol
lowest unoccupied orbital energy	-0.3559	eV
Kohn-Sham gap	9.7354	eV

# 3
The following is a DFT calculation (wB97M-V/def2-TZVPD) of a structure of composition C30H31AuBrN6O4SSe at a distorted geometry.

Geometry as ORCA input:
```
! wB97M-V def2-TZVPD RIJCOSX def2/J DEFGRID3
* xyz 1 1
Au 0.343 -0.109 -0.450
O -3.166 -5.028 1.143
C -2.454 -3.916 0.954
C -1.358 -3.555 1.741
C -0.696 -2.394 1.434
N -1.056 -1.584 0.424
C -2.117 -1.933 -0.308
Br -2.650 -0.778 -1.692
C -2.845 -3.079 -0.087
H -2.824 -5.545 1.882
H -1.027 -4.168 2.569
H 0.162 -2.080 2.014
H -3.694 -3.331 -0.704
C 0.898 1.178 4.756
C 1.268 2.640 4.525
C 2.566 2.812 3.738
C 2.454 2.491 2.250
N 1.505 3.375 1.561
C 0.295 3.054 1.082
Se -0.561 1.382 1.217
N -0.298 4.152 0.596
C -1.674 4.249 0.105
C -2.663 4.489 1.237
C -4.102 4.557 0.732
C -4.378 5.767 -0.155
C 0.532 5.240 0.822
C 0.361 6.597 0.558
C 1.390 7.430 0.936
C 2.559 6.931 1.540
C 2.734 5.587 1.781
C 1.682 4.746 1.421
H 0.003 1.093 5.372
H 1.707 0.657 5.272
H 0.704 0.654 3.820
H 1.385 3.133 5.491
H 0.452 3.167 4.018
H 3.329 2.147 4.149
H 2.943 3.828 3.861
H 2.128 1.469 2.077
H 3.414 2.613 1.747
H -1.900 3.325 -0.426
H -1.685 5.065 -0.617
H -2.404 5.419 1.752
H -2.560 3.678 1.964
H -4.766 4.584 1.597
H -4.337 3.635 0.191
H -4.108 6.694 0.356
H -5.435 5.829 -0.411
H -3.825 5.727 -1.095
H -0.531 6.982 0.082
H 1.309 8.492 0.753
H 3.344 7.624 1.809
H 3.645 5.210 2.226
O 0.751 -1.733 -1.722
N 1.792 -2.321 -2.194
C 2.992 -2.322 -1.683
C 3.320 -1.712 -0.425
N 3.261 -1.125 0.565
C 4.003 -3.024 -2.416
N 4.846 -3.562 -2.979
O 5.535 6.219 -2.014
C 4.195 6.332 -1.947
O 3.676 7.412 -1.946
C 3.408 5.056 -1.872
C 2.097 5.085 -2.328
C 1.331 3.931 -2.314
C 1.874 2.729 -1.857
S 0.965 1.259 -2.195
C 3.179 2.710 -1.362
C 3.934 3.869 -1.363
H 5.802 5.302 -2.151
H 1.697 6.018 -2.703
H 0.323 3.937 -2.709
H 3.604 1.781 -1.008
H 4.945 3.833 -0.972
*
```

Output
relative energy (zero: lowest compared OMol25 entry of this formula, charge and spin)	12.9	kJ/mol
lowest unoccupied orbital energy	-5.0351	eV
Kohn-Sham gap	6.3142	eV

# 4
The following is a DFT calculation (wB97M-V/def2-TZVPD) of a cluster of 11 separate species, C23H49F3O17 in total at a distorted geometry.

Geometry as ORCA input:
```
! wB97M-V def2-TZVPD RIJCOSX def2/J DEFGRID3
* xyz 0 1
O 5.774 -0.387 -4.167
C 4.824 -0.923 -3.673
O 4.059 -1.828 -4.229
C 2.882 -1.951 -3.502
C 3.352 -1.532 -2.099
F 3.778 -2.576 -1.413
O 4.379 -0.657 -2.390
H 2.093 -1.294 -3.869
H 2.581 -2.998 -3.478
H 2.525 -1.054 -1.575
O -0.138 4.210 1.007
C 0.466 5.244 1.066
O 1.332 5.515 2.020
C 2.002 6.749 1.691
C 1.104 7.327 0.581
F 1.969 7.635 -0.400
O 0.302 6.276 0.180
H 2.151 7.423 2.534
H 3.009 6.664 1.280
H 0.626 8.267 0.860
O -2.174 1.673 6.876
C -2.144 1.441 5.677
O -1.695 0.201 5.173
C -1.921 0.130 3.778
C -1.869 1.596 3.485
F -2.771 2.014 2.588
O -2.050 2.302 4.661
H -1.105 -0.386 3.272
H -2.855 -0.400 3.593
H -0.869 1.821 3.113
C -3.511 -5.143 0.599
C -2.437 -5.752 1.558
C -1.089 -5.328 0.890
O -1.392 -4.173 0.100
C -2.786 -3.862 0.070
H -4.431 -4.886 1.125
H -3.953 -5.784 -0.164
H -2.380 -6.827 1.725
H -2.486 -5.370 2.578
H -0.962 -6.053 0.085
H -0.261 -5.237 1.594
H -3.033 -3.664 -0.973
H -3.039 -2.964 0.633
C -0.667 -0.663 -0.207
C -0.137 0.638 -0.739
C 0.690 1.110 0.412
O 1.294 -0.074 0.943
C 0.482 -1.216 0.680
H -0.913 -1.355 -1.012
H -1.613 -0.424 0.279
H -0.883 1.414 -0.912
H 0.560 0.433 -1.551
H 0.187 1.498 1.297
H 1.436 1.832 0.077
H -0.013 -1.595 1.574
H 1.114 -1.954 0.185
C -0.714 -3.849 -3.933
O -0.421 -2.413 -3.972
H -0.789 -4.245 -2.920
H -1.674 -3.968 -4.436
H 0.038 -4.431 -4.465
H -1.158 -1.898 -3.635
C 2.153 3.936 -2.071
O 2.697 2.653 -2.267
H 2.828 4.676 -1.643
H 1.877 4.390 -3.023
H 1.271 3.790 -1.447
H 2.432 2.231 -3.088
C 2.331 -0.050 4.363
O 1.190 0.262 3.628
H 3.203 0.248 3.781
H 2.304 0.538 5.281
H 2.416 -1.122 4.536
H 1.403 -0.040 2.742
C -3.912 1.230 -0.616
O -4.230 -0.022 -1.138
H -3.108 1.793 -1.090
H -4.790 1.858 -0.767
H -3.775 1.309 0.462
H -4.637 -0.500 -0.411
C 4.303 1.436 0.719
O 4.299 2.437 -0.145
H 4.579 0.457 0.329
H 5.104 1.664 1.423
H 3.385 1.345 1.299
H 3.700 2.312 -0.884
C -3.761 -2.074 -3.614
O -2.759 -1.334 -3.035
H -4.729 -1.595 -3.462
H -3.536 -2.282 -4.660
H -3.878 -3.008 -3.064
H -3.036 -0.841 -2.260
*
```

Output
structure (SMILES)	O=C1OC[C@@H](F)O1.O=C1OC[C@@H](F)O1.O=C1OC[C@@H](F)O1.C1CCOC1.C1CCOC1.CO.CO.CO.CO.CO.CO
relative energy (zero: lowest compared OMol25 entry of this formula, charge and spin)	0.0	kJ/mol
lowest unoccupied orbital energy	0.0276	eV
Kohn-Sham gap	9.4775	eV

# 5
The following is a DFT calculation (wB97M-V/def2-TZVPD) of a structure of composition C15H32CeNOPSSi at a distorted geometry.

Geometry as ORCA input:
```
! wB97M-V def2-TZVPD RIJCOSX def2/J DEFGRID3
* xyz 0 1
Ce -0.027 -0.402 0.464
Si 0.411 -1.833 -2.136
P 0.582 0.521 -2.437
N -1.925 0.034 -0.164
H 3.890 1.642 0.469
C 0.750 2.308 -1.940
H 0.988 2.888 -2.850
H 1.557 2.466 -1.218
H -0.175 2.726 -1.520
C 2.070 0.467 -3.508
H 2.025 1.325 -4.196
H 2.142 -0.462 -4.089
H 2.969 0.560 -2.878
C -0.861 0.757 -3.532
H -0.585 1.465 -4.325
H -1.696 1.168 -2.949
H -1.189 -0.184 -3.980
C 1.971 -2.883 -1.989
H 2.196 -3.027 -0.931
H 2.872 -2.498 -2.478
H 1.778 -3.879 -2.422
H -0.520 -2.156 -0.991
H -0.156 -2.296 -3.438
C -3.248 -0.026 -0.457
C -5.490 0.879 -0.169
C -4.129 0.957 0.088
C -3.780 -1.019 -1.333
C -5.151 -1.068 -1.567
C -6.013 -0.140 -0.975
H -6.149 1.632 0.262
H -3.661 1.743 0.682
H -3.058 -1.701 -1.809
H -5.553 -1.835 -2.230
H -7.079 -0.190 -1.162
C 3.348 0.750 0.798
O 1.977 0.633 0.339
C 3.328 0.779 2.318
H 4.333 0.930 2.721
H 2.970 -0.181 2.728
H 2.689 1.589 2.678
C 4.254 -0.370 0.274
H 5.232 0.049 0.025
H 3.847 -0.830 -0.624
H 4.384 -1.171 1.021
C -0.605 -2.386 4.202
S -1.173 -1.228 2.919
C -1.309 0.265 3.926
H -0.174 -3.254 3.694
H -1.456 -2.722 4.807
H 0.148 -1.917 4.841
H -2.291 0.280 4.405
H -0.525 0.283 4.686
H -1.214 1.141 3.277
*
```

Output
lowest unoccupied orbital energy (spin up / spin down)	-0.0601 / -0.0622	eV
Kohn-Sham gap (spin up / spin down)	5.0585 / 4.9963	eV

# 6
The following is a DFT calculation (wB97M-V/def2-TZVPD) of a cluster of 14 separate species, C42H98N14O14 in total at a distorted geometry.

Geometry as ORCA input:
```
! wB97M-V def2-TZVPD RIJCOSX def2/J DEFGRID3
* xyz 0 1
C -26.946 -6.490 10.980
C -26.308 -7.653 11.648
O -26.256 -8.819 11.218
N -25.776 -7.356 12.860
C -25.097 -8.313 13.796
H -27.413 -5.897 11.767
H -27.738 -6.804 10.300
H -26.275 -5.876 10.380
H -25.884 -6.444 13.279
H -24.063 -8.471 13.492
H -25.534 -9.311 13.804
H -25.142 -7.974 14.832
C -25.897 -5.854 1.117
C -25.779 -4.414 1.529
O -25.564 -3.488 0.819
N -25.626 -4.168 2.882
C -25.432 -2.914 3.558
H -25.470 -6.591 1.797
H -25.384 -6.003 0.167
H -26.940 -6.139 0.975
H -25.824 -4.944 3.498
H -25.186 -2.933 4.620
H -26.404 -2.423 3.519
H -24.769 -2.220 3.041
C -26.847 -2.808 10.662
C -27.802 -2.268 9.616
O -28.742 -3.000 9.287
N -27.531 -0.993 9.194
C -28.413 -0.182 8.333
H -27.183 -2.308 11.570
H -25.832 -2.492 10.418
H -26.906 -3.896 10.669
H -27.086 -0.420 9.896
H -29.080 0.417 8.952
H -28.900 -0.776 7.560
H -27.897 0.449 7.608
C -24.112 -0.235 11.124
C -25.229 0.706 11.589
O -26.420 0.322 11.709
N -24.914 1.920 11.962
C -25.751 2.913 12.521
H -24.083 -1.156 11.706
H -23.131 0.234 11.193
H -24.178 -0.532 10.077
H -23.932 2.060 11.772
H -26.823 2.720 12.566
H -25.537 3.855 12.016
H -25.407 2.909 13.555
C -22.692 -6.121 3.759
C -22.001 -4.886 3.238
O -21.377 -4.370 4.133
N -21.988 -4.523 1.951
C -21.290 -3.303 1.420
H -21.955 -6.700 4.317
H -23.114 -6.788 3.007
H -23.567 -5.784 4.315
H -22.582 -5.005 1.291
H -22.084 -2.574 1.256
H -20.763 -3.491 0.484
H -20.608 -2.757 2.071
C -24.601 -6.239 7.467
C -23.947 -4.883 7.842
O -22.794 -4.926 8.395
N -24.629 -3.739 7.571
C -23.951 -2.422 7.590
H -24.766 -6.828 8.370
H -23.901 -6.755 6.810
H -25.516 -6.065 6.902
H -25.393 -3.746 6.910
H -23.474 -2.194 6.637
H -23.090 -2.402 8.259
H -24.616 -1.605 7.869
C -28.161 -5.624 6.789
C -28.288 -4.900 5.553
O -27.768 -5.474 4.581
N -28.925 -3.708 5.544
C -28.955 -2.846 4.406
H -27.683 -5.047 7.581
H -27.836 -6.641 6.570
H -29.135 -5.906 7.189
H -29.417 -3.370 6.359
H -28.592 -3.354 3.512
H -28.347 -1.956 4.572
H -30.006 -2.660 4.183
C -19.870 -6.352 7.025
C -18.643 -6.198 6.283
O -17.649 -6.856 6.632
N -18.574 -5.293 5.282
C -17.369 -4.811 4.563
H -20.537 -5.530 6.766
H -19.547 -6.395 8.065
H -20.323 -7.311 6.772
H -19.416 -4.821 4.984
H -17.179 -3.795 4.907
H -17.424 -4.998 3.490
H -16.565 -5.454 4.921
C -26.227 -10.419 3.909
C -26.465 -9.005 4.637
O -25.692 -8.640 5.510
N -27.357 -8.100 4.187
C -28.258 -8.324 3.125
H -26.252 -11.252 4.611
H -25.189 -10.461 3.579
H -26.809 -10.688 3.027
H -27.455 -7.188 4.609
H -27.711 -8.586 2.219
H -28.895 -7.466 2.916
H -28.952 -9.101 3.447
C -22.714 -8.475 10.260
C -21.379 -9.126 10.225
O -21.009 -9.901 9.341
N -20.490 -8.789 11.089
C -20.550 -7.905 12.218
H -22.370 -7.475 9.995
H -23.187 -8.399 11.239
H -23.426 -8.833 9.517
H -19.671 -9.381 11.068
H -20.985 -6.969 11.866
H -19.549 -7.545 12.453
H -21.199 -8.381 12.953
C -23.759 -4.839 11.936
C -22.943 -4.639 13.259
O -21.771 -4.292 13.138
N -23.583 -4.788 14.452
C -22.992 -4.487 15.738
H -23.137 -4.352 11.185
H -24.624 -4.182 12.033
H -23.895 -5.867 11.602
H -24.582 -4.924 14.514
H -22.642 -5.364 16.283
H -23.763 -3.960 16.300
H -22.115 -3.849 15.632
C -20.231 -2.551 6.911
C -20.479 -1.096 7.422
O -21.010 -0.226 6.728
N -20.136 -0.885 8.729
C -20.292 0.374 9.407
H -19.652 -2.414 5.997
H -21.208 -2.973 6.676
H -19.659 -3.188 7.585
H -19.917 -1.711 9.267
H -21.325 0.498 9.734
H -19.991 1.149 8.702
H -19.743 0.394 10.348
C -25.556 0.531 5.101
C -26.344 1.785 4.755
O -27.169 2.371 5.438
N -26.083 2.246 3.530
C -26.783 3.300 2.882
H -24.904 0.462 4.229
H -26.251 -0.277 5.326
H -24.889 0.682 5.950
H -25.222 2.009 3.059
H -26.640 4.258 3.383
H -27.871 3.355 2.913
H -26.418 3.667 1.923
C -19.597 -1.707 12.533
C -19.032 -2.563 11.406
O -18.023 -2.312 10.790
N -19.734 -3.648 11.196
C -19.447 -4.643 10.281
H -19.024 -1.759 13.459
H -20.680 -1.787 12.627
H -19.463 -0.723 12.083
H -20.604 -3.641 11.711
H -20.416 -4.972 9.906
H -19.250 -5.561 10.835
H -18.704 -4.469 9.502
*
```

Output
relative energy (zero: lowest compared OMol25 entry of this formula, charge and spin)	525.7	kJ/mol
lowest unoccupied orbital energy	-0.0810	eV
Kohn-Sham gap	8.4935	eV